Here is a cluster of 2 separate species, C4H14N2O in total from OMol25. Energies are from ωB97M-V/def2-TZVPD.

Geometry as XYZ:
```
21
Properties=species:S:1:pos:R:3:nbo_charge:R:1
C 1.60620 1.46886 -1.28873 -0.413
N 0.19976 1.37740 -1.03289 -0.668
C 0.06877 -1.15106 -0.75097 -0.663
C -0.33755 0.26856 -0.23839 -0.037
C 0.02535 0.33791 1.29824 -0.226
N -0.62846 1.44248 1.95542 -0.838
H 2.10126 0.48448 -1.23746 0.183
H 1.79914 1.82007 -2.32084 0.198
H 2.20422 2.14037 -0.65848 0.175
H -0.45401 1.73492 -1.69993 0.378
H -0.06358 -1.95836 -0.03602 0.252
H 1.14559 -1.12537 -0.91999 0.194
H -0.30955 -1.38707 -1.75129 0.203
H -1.42093 0.37604 -0.15787 0.180
H -0.34113 -0.59833 1.71742 0.186
H 1.12627 0.30711 1.36123 0.179
H -1.25439 1.95866 1.34754 0.354
H 0.07501 2.13356 2.20493 0.355
H -1.75479 -3.89413 1.16365 0.481
H -2.24834 -2.69548 0.26064 0.479
O -1.53886 -3.04063 0.78381 -0.951
```

Results
* SMILES string: CN[C@@H](C)CN.O
* charge: 0
* highest occupied orbital energy: -8.222 eV
* LUMO level: 0.0275 Eh
* ΔE to the lowest compared entry with this formula, charge and spin: 41.97 kcal per mole

***

Here is a cluster of 2 separate species, C5H14N2S in total from OMol25. Energies are from ωB97M-V/def2-TZVPD.

Geometry as XYZ:
```
22
Properties=species:S:1:pos:R:3:nbo_charge:R:1
C 1.47997 -1.18998 1.12783 -0.438
C 0.18566 -1.27452 1.98019 -0.535
S -1.15122 -0.04101 1.62512 0.013
C 1.48098 -0.62080 -0.33440 -0.219
N 0.27453 -0.91806 -1.15820 -0.650
C -0.10274 0.11029 -2.15955 -0.234
C -0.89049 1.37959 -1.84781 -0.240
N -0.18242 2.20016 -0.88045 -0.847
H 2.19950 -0.50751 1.63531 0.213
H 2.08379 -2.14180 1.02801 0.226
H -0.34200 -2.22558 1.72551 0.223
H 0.44578 -1.20223 3.03817 0.227
H 0.51752 1.23205 1.88696 0.066
H 1.61719 0.48877 -0.28920 0.179
H 2.36432 -1.02608 -0.81836 0.191
H -0.49599 -1.14939 -0.51716 0.352
H 0.93456 0.42048 -2.35479 0.191
H -0.35553 -0.45590 -3.08483 0.203
H -1.91333 1.09857 -1.54445 0.165
H -0.96035 1.85933 -2.83795 0.198
H -0.83010 2.97169 -0.56831 0.351
H -0.07673 1.72302 0.01231 0.365
```

Results
* charge: 0
* highest occupied orbital energy: -8.298 eV
* LUMO level: -0.0622 Eh
* ΔE to the lowest compared entry with this formula, charge and spin: 91.20 kcal per mole

***

Here is a cluster of 2 separate species, C18H24FSi in total from OMol25. Energies are from ωB97M-V/def2-TZVPD.

Geometry as XYZ:
```
44
Properties=species:S:1:pos:R:3:nbo_charge:R:1
C 1.36484 -1.94762 4.31324 -0.603
C 1.13916 -0.43201 4.29532 -0.860
Si -0.40601 0.32128 5.05648 1.413
C -0.37400 -0.34140 6.81041 -1.105
C -0.11115 2.16993 5.19826 -0.862
C -0.09612 2.83788 3.82702 -0.604
H -1.72413 0.13277 4.25895 -0.250
H 2.29584 -2.17581 3.77910 0.216
H 1.47106 -2.33343 5.33307 0.211
H 0.56009 -2.50990 3.82920 0.202
H 1.92014 0.04743 4.90178 0.232
H 1.24593 -0.04648 3.27446 0.222
H 0.55544 0.04145 7.25603 0.245
H -1.22295 0.01136 7.41029 0.239
H -0.34045 -1.43921 6.81457 0.243
H -0.88461 2.59909 5.84588 0.225
H 0.84716 2.27836 5.71728 0.238
H -0.09050 3.92933 3.91715 0.219
H 0.78908 2.54692 3.25086 0.213
H -0.97514 2.55945 3.23182 0.172
F -5.78069 -0.03508 -2.19017 -0.305
C -4.73536 0.24654 -1.34131 0.388
C -3.43525 0.24926 -1.82832 -0.148
C -2.40966 0.59247 -0.93182 -0.212
C -2.66345 0.87089 0.40174 -0.085
C -3.99660 0.83389 0.92921 -0.173
C -4.18233 1.05544 2.32374 0.145
C -5.39568 1.38203 3.00294 -0.107
C -5.33676 1.95276 4.32157 -0.092
C -6.47843 2.23099 5.05703 -0.235
C -7.75578 1.97258 4.53405 -0.071
C -7.85833 1.45574 3.23772 -0.225
C -6.71799 1.15734 2.50599 -0.099
C -5.03512 0.54593 -0.02273 -0.167
H -3.26296 0.01123 -2.86716 0.260
H -1.39177 0.63361 -1.31694 0.249
H -1.84008 1.12066 1.07907 0.237
H -3.28946 1.03400 2.93932 0.242
H -4.34868 2.17008 4.74398 0.232
H -6.40417 2.65816 6.05838 0.247
H -8.65728 2.16592 5.10881 0.244
H -8.83438 1.26939 2.78489 0.245
H -6.85058 0.70487 1.53282 0.202
H -6.06920 0.53683 0.26779 0.223
```

Results
* charge: +1
* highest occupied orbital energy: -12.349 eV
* LUMO level: -0.2287 Eh
* ΔE to the lowest compared entry with this formula, charge and spin: 3.11 kcal per mole

***

Here is a structure of composition N2O3S from OMol25. Energies are from ωB97M-V/def2-TZVPD.

Geometry as XYZ:
```
6
Properties=species:S:1:pos:R:3:nbo_charge:R:1
N -1.44860 0.29113 0.21541 0.400
N -0.09995 -0.96763 0.30321 -0.823
O -2.51205 -0.14592 0.01500 -0.139
O 2.39343 -0.39783 0.14021 -0.814
O 0.62996 1.23646 -0.64017 -0.845
S 1.03720 -0.01621 -0.03367 2.222
```

Results
* charge: 0
* highest occupied orbital energy: -10.649 eV
* LUMO level: -0.0607 Eh
* ΔE to the lowest compared entry with this formula, charge and spin: 111.29 kcal per mole

***

Here is an isolated molecule of S2 from OMol25. Energies are from ωB97M-V/def2-TZVPD.

Geometry as XYZ:
```
2
Properties=species:S:1:pos:R:3:nbo_charge:R:1
S 0.00000 0.00000 0.94026 0.000
S 0.00000 0.00000 -0.94026 0.000
```

Results
* charge: 0
* highest occupied orbital energy: -8.259 eV
* LUMO level: -0.0917 Eh
* ΔE to the lowest compared entry with this formula, charge and spin: 0.00 kcal per mole

***

Here is a cluster of 12 separate species, C48H88O20 in total from OMol25. Energies are from ωB97M-V/def2-TZVPD.

Geometry as XYZ:
```
156
Properties=species:S:1:pos:R:3:lowdin_spin:R:1
C 4.77764 4.87083 1.85600 0.000
C 4.37513 4.11016 3.04146 0.000
C 3.10927 3.42781 2.55450 0.000
O 3.31708 3.04598 1.22839 0.004
C 4.42823 3.86020 0.76793 0.000
H 5.80684 5.19359 2.01307 0.000
H 4.22930 5.79203 1.65898 0.000
H 4.06416 4.60432 3.96189 0.000
H 5.03541 3.27433 3.27278 0.000
H 2.16141 3.96431 2.51177 0.000
H 2.96330 2.53312 3.15974 0.000
H 4.10556 4.49822 -0.05482 0.000
H 5.27178 3.29305 0.37440 0.000
C -1.77769 1.40805 -4.60398 0.000
C -3.04813 0.90864 -5.21638 0.000
C -2.80048 1.25347 -6.65211 0.000
O -1.46583 0.72122 -6.92150 0.000
C -0.74962 1.11748 -5.77387 0.000
H -1.51543 0.79966 -3.73842 0.000
H -1.72183 2.41634 -4.19371 0.000
H -3.97029 1.31614 -4.80205 0.000
H -3.36935 -0.12637 -5.09945 0.000
H -2.82124 2.31289 -6.90765 0.000
H -3.46096 0.89661 -7.44239 0.000
H -0.15497 2.01655 -5.93562 0.000
H -0.00396 0.34376 -5.59099 0.000
C -3.48538 -1.79107 -0.91732 0.000
C -3.18122 -1.14098 0.37199 0.006
C -4.42868 -0.45737 0.77426 0.001
O -5.21335 -0.36218 -0.42376 0.001
C -4.41182 -0.74335 -1.53486 0.000
H -4.06939 -2.70887 -0.84885 0.000
H -2.61798 -2.05147 -1.52387 0.000
H -2.38543 -0.42080 0.18185 0.003
H -2.85218 -1.90220 1.07936 0.000
H -4.25347 0.52631 1.20988 0.000
H -5.03000 -1.00329 1.50123 0.000
H -3.96927 0.19637 -1.86526 0.000
H -5.17875 -1.16263 -2.18611 0.000
C -1.52949 -0.66327 5.98690 0.000
C -0.80147 -1.52646 5.01154 0.000
C -1.45851 -1.16013 3.67224 0.001
O -2.81356 -0.63919 4.02064 0.004
C -2.99386 -0.75171 5.46541 0.000
H -1.19876 0.37258 6.06266 0.000
H -1.62265 -1.09337 6.98411 0.000
H -0.86111 -2.60557 5.15325 0.000
H 0.25969 -1.27841 4.98882 0.000
H -1.39712 -2.05817 3.05754 0.001
H -0.93337 -0.34496 3.17443 0.000
H -3.45850 -1.70646 5.71168 0.000
H -3.49392 0.14346 5.83517 0.000
C 3.12465 -0.47826 -3.64726 0.001
C 3.01152 0.92587 -4.33100 0.000
C 3.04220 0.73711 -5.84153 0.000
O 3.85756 -0.42767 -5.88538 0.001
C 3.48811 -1.37300 -4.83961 0.000
H 2.15894 -0.81122 -3.26693 0.001
H 3.81248 -0.48370 -2.80171 0.000
H 3.85223 1.59124 -4.13457 0.000
H 2.18216 1.53051 -3.96403 0.000
H 3.68215 1.49006 -6.30156 0.000
H 2.15629 0.52671 -6.44071 0.000
H 4.32852 -2.05050 -4.68858 0.000
H 2.61521 -1.85297 -5.28207 0.000
C -4.73343 4.13924 -1.75901 0.000
C -3.95527 3.11328 -2.53762 0.000
C -2.57220 3.09893 -1.75111 0.000
O -2.71090 3.96085 -0.63884 0.000
C -4.04610 4.14769 -0.38980 0.000
H -5.75333 3.77475 -1.63635 0.000
H -4.78368 5.13563 -2.19807 0.000
H -3.82262 3.24470 -3.61150 0.000
H -4.34455 2.09890 -2.45056 0.000
H -1.79634 3.50379 -2.40090 0.000
H -2.35990 2.06235 -1.48934 0.000
H -4.28039 5.01442 0.22824 0.000
H -4.28186 3.24749 0.17779 0.000
C 0.69804 -0.87047 -0.93094 0.038
C 0.80218 0.65282 -1.14114 0.006
C 0.62670 1.31442 0.24084 0.043
O 1.08878 0.21568 1.15481 0.697
C 0.46677 -0.96353 0.56313 0.083
H 1.56713 -1.48975 -1.15290 0.005
H -0.18307 -1.32469 -1.38419 0.000
H 0.01334 0.89799 -1.85229 0.000
H 1.76782 0.92122 -1.56963 0.000
H -0.26718 1.79831 0.63446 0.027
H 1.40867 2.06995 0.16476 0.012
H -0.58684 -1.13758 0.78155 0.050
H 0.87284 -1.87690 0.99781 0.009
C -0.88992 4.63815 4.06905 0.000
C -0.25066 4.43771 5.45797 0.000
C -0.27585 2.90345 5.65774 0.000
O -0.98018 2.32983 4.56562 0.000
C -0.80645 3.22903 3.44803 0.000
H -0.35128 5.32279 3.41389 0.000
H -1.93835 4.92084 4.16385 0.000
H -0.87304 4.96354 6.18201 0.000
H 0.68366 4.96971 5.63722 0.000
H -0.81449 2.58636 6.55072 0.000
H 0.70986 2.44249 5.59461 0.000
H -1.57134 3.11909 2.67929 0.000
H 0.10099 2.90520 2.93834 0.000
C 2.66277 -4.18502 -0.71642 0.000
C 3.98109 -3.36702 -0.37840 0.000
C 5.01449 -4.04995 0.55311 0.000
O 6.01985 -4.53799 -0.31180 0.000
C 5.84295 -3.92492 -1.49816 0.000
O 6.74496 -3.98583 -2.36991 0.000
O 4.62845 -3.35178 -1.57347 0.000
H 2.48598 -3.85968 -1.74161 0.000
H 1.81369 -3.85687 -0.11685 0.000
H 2.78282 -5.25533 -0.54871 0.000
H 3.92218 -2.34391 -0.00708 0.000
H 4.48381 -4.84375 1.07881 0.000
H 5.42894 -3.38456 1.31046 0.000
C 1.91467 -7.33636 2.16824 0.000
C 1.00737 -6.05928 2.31409 0.000
C 0.41365 -5.81495 3.64600 0.000
O 0.60928 -4.49313 3.97528 0.000
C 1.33201 -3.92710 3.14923 0.000
O 1.68842 -2.77725 3.20499 0.001
O 1.75902 -4.82337 2.16945 0.000
H 2.69386 -7.45261 2.92153 0.000
H 2.32890 -7.33223 1.16003 0.000
H 1.29606 -8.23380 2.17327 0.000
H 0.30337 -6.06505 1.48196 0.000
H 0.93971 -6.22705 4.50713 0.000
H -0.60331 -6.20303 3.70341 0.000
C 1.18442 6.87650 0.98103 0.000
C 0.13022 5.87901 0.34395 0.000
C -0.54902 6.36179 -0.92984 0.000
O -0.12084 5.59455 -1.94227 0.000
C 0.56190 4.57021 -1.45930 0.000
O 1.13650 3.77154 -2.15028 0.000
O 0.88672 4.85597 -0.17865 0.000
H 1.18763 6.42748 1.97425 0.000
H 0.55247 7.76197 1.04963 0.000
H 2.01371 7.00451 0.28534 0.000
H -0.50866 5.43776 1.10895 0.000
H -0.17312 7.36696 -1.12070 0.000
H -1.62261 6.45557 -0.76640 0.000
C -1.83220 -7.95165 -0.21910 0.000
C -1.34490 -7.09683 -1.40472 0.000
C -2.48617 -6.42653 -2.20461 0.000
O -1.99620 -5.12191 -2.44749 0.000
C -0.98589 -4.89117 -1.58438 0.000
O -0.39195 -3.77060 -1.56331 0.000
O -0.76639 -5.96900 -0.82669 0.000
H -2.48033 -7.59975 0.58351 0.000
H -1.12518 -8.63776 0.24725 0.000
H -2.58046 -8.61951 -0.64592 0.000
H -0.56868 -7.43164 -2.09283 0.000
H -3.35982 -6.51345 -1.55863 0.000
H -2.55132 -7.00365 -3.12699 0.000
```

Results
* charge: +1
* highest occupied orbital energy (spin up / spin down): -10.859 / -10.857 eV
* multiplicity: 2
* ⟨S²⟩: 0.7548
* LUMO level (spin up / spin down): -0.0675 / -0.2801 Eh

***

no.,DFT total energy (eV)
1,-9401.7871
2,-19223.3416
3,-29642.8866
4,-19952.4933
5,-21668.9971
6,-92136.0478